{"formula": "C29H55GaNO15", "method": "wB97M-V/def2-TZVPD", "elements": ["C", "C", "C", "O", "C", "Ga", "C", "C", "C", "C", "N", "C", "O", "C", "C", "O", "C", "C", "H", "H", "H", "H", "H", "H", "H", "H", "H", "H", "H", "H", "H", "H", "H", "H", "H", "H", "H", "H", "H", "H", "H", "H", "H", "H", "H", "H", "H", "H", "H", "C", "C", "C", "O", "C", "O", "O", "H", "H", "H", "H", "H", "H", "C", "C", "C", "O", "C", "O", "O", "H", "H", "H", "H", "H", "H", "C", "C", "C", "O", "C", "O", "O", "H", "H", "H", "H", "H", "H", "C", "C", "C", "O", "C", "O", "O", "H", "H", "H", "H", "H", "H"], "positions_angstrom": [[4.3590, 4.1906, 1.8840], [4.7634, 2.8844, 2.7888], [3.5171, 1.8853, 3.1602], [2.4954, 1.7461, 2.1090], [1.6201, 0.6386, 2.6163], [0.0842, 0.2961, 1.2135], [0.6211, 1.3549, -0.4784], [-0.5852, 1.6019, -1.5606], [-1.8030, 2.5674, -1.0382], [-1.3266, 3.9346, -0.2690], [-2.6220, 4.6854, 0.0992], [-1.6513, 1.0361, 2.1513], [-1.4436, 1.1224, 3.6165], [-2.7253, 1.2099, 4.3375], [-3.2102, 2.7893, 4.2527], [-0.2525, -1.5581, 0.9180], [0.9797, -2.3017, 0.6127], [0.8875, -2.7671, -0.9800], [4.4167, 3.9799, 0.7110], [3.3461, 4.7079, 2.1867], [5.2039, 5.0091, 2.0859], [5.1791, 3.2967, 3.8287], [5.6701, 2.3417, 2.2723], [2.9612, 2.1582, 4.1590], [3.9880, 0.7984, 3.3064], [2.2093, -0.3557, 2.7992], [1.1799, 0.9940, 3.6645], [1.1781, 2.3249, -0.1265], [1.4427, 0.6992, -1.0431], [-1.0823, 0.5466, -1.8086], [-0.1181, 2.0390, -2.5410], [-2.6069, 1.9566, -0.4049], [-2.3947, 2.9222, -2.0104], [-0.7339, 3.7338, 0.7455], [-0.7321, 4.6656, -0.9784], [-3.2635, 4.0756, 0.6521], [-2.4079, 5.5887, 0.5761], [-1.9674, 2.0706, 1.7048], [-2.5175, 0.2687, 1.9761], [-3.5656, 0.5166, 3.8967], [-2.6409, 0.9333, 5.4944], [-2.5552, 3.3623, 5.0691], [-4.3579, 2.8467, 4.5095], [-2.9744, 3.2916, 3.2080], [1.9751, -1.7426, 0.8709], [0.9443, -3.3056, 1.2423], [1.2166, -1.9084, -1.7186], [-0.2545, -3.0604, -1.1539], [1.5150, -3.7540, -1.1523], [3.7109, -4.8299, -4.7611], [2.5212, -3.9090, -4.5806], [2.0021, -3.3500, -5.8703], [1.3727, -2.1546, -5.4471], [2.0479, -1.7481, -4.3287], [1.9242, -0.6508, -3.8082], [2.8819, -2.7329, -3.8749], [4.4935, -4.3524, -5.3610], [4.1622, -5.0711, -3.7930], [3.4139, -5.7602, -5.2542], [1.7342, -4.4162, -4.0092], [1.2879, -4.0171, -6.3614], [2.7942, -3.0868, -6.5805], [7.1449, -6.5402, -1.2955], [7.7333, -6.7999, -2.6675], [8.7303, -5.7647, -3.0915], [8.6726, -5.8536, -4.5033], [7.4035, -6.2669, -4.8039], [6.9210, -6.2556, -5.9252], [6.7471, -6.6902, -3.6808], [6.7539, -5.5196, -1.2193], [6.3026, -7.2132, -1.1035], [7.8970, -6.6835, -0.5140], [8.1517, -7.8128, -2.7135], [9.7390, -5.9765, -2.7257], [8.4498, -4.7459, -2.8010], [-4.5442, -2.4252, 3.7307], [-5.7089, -3.2302, 4.2707], [-6.6979, -2.4039, 5.0351], [-7.2923, -3.3630, 5.8902], [-6.3363, -4.3168, 6.1099], [-6.4138, -5.1890, 6.9605], [-5.2818, -4.1600, 5.2527], [-4.0759, -1.8279, 4.5208], [-3.7666, -3.0883, 3.3372], [-4.8710, -1.7515, 2.9331], [-6.1872, -3.7931, 3.4598], [-7.4463, -1.9372, 4.3884], [-6.2310, -1.6326, 5.6582], [-4.8178, 5.4901, -2.0466], [-5.1641, 6.9001, -2.4802], [-5.4598, 7.8182, -1.3335], [-6.2876, 8.7951, -1.9374], [-6.9356, 8.1600, -2.9614], [-7.8829, 8.6266, -3.5739], [-6.3832, 6.9322, -3.2041], [-5.5768, 5.0875, -1.3668], [-4.7836, 4.8184, -2.9107], [-3.8484, 5.4639, -1.5400], [-4.3761, 7.2996, -3.1305], [-4.5577, 8.2727, -0.9142], [-6.0278, 7.3390, -0.5279]], "mulliken_charge": [-0.84, -0.39, -0.49, -0.09, -0.51, -0.34, -0.46, -0.70, -0.24, -0.42, -0.51, 0.09, -0.24, 0.01, -0.63, -0.47, -0.13, -0.36, 0.22, 0.22, 0.30, 0.28, 0.23, 0.28, 0.20, 0.20, 0.29, 0.28, 0.22, 0.17, 0.30, 0.20, 0.21, 0.27, 0.28, 0.18, 0.21, -0.24, 0.06, -0.08, 0.25, 0.23, 0.29, 0.03, 0.11, 0.21, -0.17, 0.18, 0.26, -1.53, 0.71, -0.58, -0.32, 0.61, -0.55, -0.31, 0.33, 0.36, 0.39, 0.22, 0.34, 0.32, -1.44, 0.50, -0.51, -0.31, 0.66, -0.56, -0.30, 0.35, 0.35, 0.39, 0.25, 0.31, 0.32, -1.45, 0.58, -0.45, -0.32, 0.60, -0.56, -0.35, 0.29, 0.40, 0.39, 0.26, 0.32, 0.30, -1.39, 0.62, -0.51, -0.32, 0.61, -0.57, -0.36, 0.29, 0.38, 0.41, 0.24, 0.29, 0.34], "charge": -1, "lumo_ev": 1.7}